This record from the OMol25 dataset describes 8 unconnected molecules or ions with the total composition C43H82N5O12 in a non-equilibrium geometry. The level of theory is ωB97M-V/def2-TZVPD.

Bonds (Å) are listed after each position.
Atoms and positions in Å:
1 C -3.15216 3.20894 3.88923  C2 1.328, H33 1.163
2 C -2.46164 2.60448 2.92932  C1 1.328, C3 1.583
3 C -1.29084 1.93788 2.09734  C2 1.583, N4 1.460, N22 1.463
4 N -0.41941 2.61001 1.13789  C3 1.460, C5 1.464
5 C 0.59987 1.73283 0.55822  N4 1.464, N6 1.368, N20 1.463
6 N 1.58632 2.00707 -0.34922  C5 1.368, C7 1.526, O12 1.345
7 C 1.56233 3.44674 -0.85454  N6 1.526, C8 1.649, H34 1.148, H35 1.164
8 C 2.15836 3.55279 -2.38870  C7 1.649, C9 1.608, H36 1.168, H37 1.148
9 C 1.43993 4.81106 -3.08641  C8 1.608, N10 1.491, O11 1.296
10 N 0.00468 4.87609 -3.48666  C9 1.491, H38 1.037, H39 1.048
11 O 2.18693 5.83606 -3.35094  C9 1.296
12 O 2.48412 1.10344 -0.77973  N6 1.345, C13 1.455
13 C 3.85536 1.42087 -0.41046  O12 1.455, C14 1.619, H40 1.149, H41 1.170
14 C 4.45100 0.58986 0.84474  C13 1.619, C15 1.632, C16 1.636, H42 1.177
15 C 3.58047 0.74118 2.21722  C14 1.632, H43 1.156, H44 1.169, H45 1.169
16 C 4.82646 -0.96149 0.48733  C14 1.636, C17 1.640, H46 1.166, H47 1.152
17 C 6.16869 -1.47589 1.27787  C16 1.640, C18 1.614, C19 1.628, H48 1.170
18 C 7.51997 -0.72159 0.81980  C17 1.614, H49 1.162, H50 1.150, H51 1.170
19 C 5.97315 -1.51121 2.89365  C17 1.628, H52 1.157, H53 1.148, H54 1.170
20 N 0.30421 0.44882 1.19325  C5 1.463, C21 1.491, N22 1.381
21 C 0.92505 -0.89631 1.02496  N20 1.491, H55 1.163, H56 1.169, H57 1.147
22 N -0.77697 0.56949 2.04446  C3 1.463, N20 1.381, C23 1.497
23 C -1.46423 -0.46375 2.88099  N22 1.497, O24 1.456, H58 1.151, H59 1.159
24 O -2.38243 -1.17888 2.00635  C23 1.456, C25 1.456
25 C -3.68267 -1.39081 2.62570  O24 1.456, C26 1.640, H60 1.171, H61 1.150
26 C -4.90815 -0.66703 1.81120  C25 1.640, O27 1.455, H62 1.163, H63 1.154
27 O -4.81238 0.78456 1.80890  C26 1.455, C28 1.454
28 C -6.07105 1.41872 2.16793  O27 1.454, C29 1.643, H64 1.158, H65 1.170
29 C -6.06562 3.03661 1.88314  C28 1.643, O30 1.476, H66 1.165, H67 1.156
30 O -7.42743 3.54510 1.62786  C29 1.476, C31 1.458
31 C -7.67032 3.66085 0.19460  O30 1.458, C32 1.613, H68 1.159, H69 1.163
32 C -7.34046 5.10976 -0.43218  C31 1.613, H70 1.158, H71 1.170, H72 1.164
33 H -3.76074 3.79081 4.69087  C1 1.163
34 H 0.50102 3.88170 -0.91133  C7 1.148
35 H 2.26945 4.04882 -0.15205  C7 1.164
36 H 1.83455 2.54995 -2.89250  C8 1.168
37 H 3.30257 3.61929 -2.32496  C8 1.148
38 H -0.56908 5.13515 -2.66265  N10 1.037
39 H -0.08916 5.67941 -4.15293  N10 1.048
40 H 4.08421 2.52914 -0.21127  C13 1.149
41 H 4.51791 1.12333 -1.32761  C13 1.170
42 H 5.48588 1.09566 1.08698  C14 1.177
43 H 2.81631 1.60781 2.18826  C15 1.156
44 H 3.10876 -0.26823 2.56973  C15 1.169
45 H 4.32843 1.01950 3.07205  C15 1.169
46 H 5.08642 -0.95984 -0.64896  C16 1.166
47 H 4.00080 -1.71458 0.76616  C16 1.152
48 H 6.29363 -2.59403 0.95541  C17 1.170
49 H 8.46647 -1.38208 0.95196  C18 1.162
50 H 7.50552 -0.29350 -0.24745  C18 1.150
51 H 7.68190 0.19084 1.53404  C18 1.170
52 H 6.33109 -0.51795 3.36718  C19 1.157
53 H 4.88727 -1.79099 3.14171  C19 1.148
54 H 6.71291 -2.32384 3.29412  C19 1.170
55 H 0.88871 -1.56268 1.97778  C21 1.163
56 H 0.32171 -1.48905 0.21764  C21 1.169
57 H 2.01646 -0.89504 0.67277  C21 1.147
58 H -1.96340 0.06959 3.76988  C23 1.151
59 H -0.75373 -1.26054 3.33209  C23 1.159
60 H -3.90598 -2.53559 2.52473  C25 1.171
61 H -3.73245 -1.16085 3.75172  C25 1.150
62 H -5.91530 -0.96198 2.31183  C26 1.163
63 H -4.95572 -1.02677 0.71526  C26 1.154
64 H -6.99209 1.00434 1.60108  C28 1.158
65 H -6.21924 1.32699 3.32499  C28 1.170
66 H -5.34817 3.31234 1.00736  C29 1.165
67 H -5.68975 3.62922 2.80212  C29 1.156
68 H -7.02760 2.84601 -0.32222  C31 1.159
69 H -8.80633 3.47220 0.03051  C31 1.163
70 H -6.22989 5.42028 -0.32141  C32 1.158
71 H -7.53720 5.07028 -1.58438  C32 1.170
72 H -7.99085 5.97228 0.00132  C32 1.164
73 C -2.81075 1.26850 -6.57124  C74 1.505, H77 1.093, H78 1.092, H79 1.092
74 C -2.71997 2.49114 -5.69789  C73 1.505, O75 1.220, C76 1.506
75 O -3.61194 3.32396 -5.67792  C74 1.220
76 C -1.48583 2.64779 -4.84911  C74 1.506, H80 1.092, H81 1.093, H82 1.093
77 H -3.75238 1.28826 -7.12563  C73 1.093
78 H -1.98452 1.26030 -7.28587  C73 1.092
79 H -2.78790 0.36801 -5.95306  C73 1.092
80 H -0.60056 2.70082 -5.48702  C76 1.092
81 H -1.40407 1.80818 -4.15443  C76 1.093
82 H -1.55757 3.57331 -4.27259  C76 1.093
83 C 5.10360 -1.79233 6.86441  C84 1.505, H87 1.093, H88 1.092, H89 1.092
84 C 3.77850 -2.09986 6.21999  C83 1.505, O85 1.221, C86 1.505
85 O 3.55331 -1.79756 5.05826  C84 1.221
86 C 2.74217 -2.79426 7.06259  C84 1.505, H90 1.092, H91 1.092, H92 1.093
87 H 5.75131 -1.29169 6.13991  C83 1.093
88 H 4.95595 -1.12843 7.71914  C83 1.092
89 H 5.58583 -2.71918 7.18303  C83 1.092
90 H 2.48952 -2.17491 7.92616  C86 1.092
91 H 3.11948 -3.76557 7.39002  C86 1.092
92 H 1.83830 -2.95201 6.46847  C86 1.093
93 C -1.58038 -4.01026 0.76153  C94 1.506, H97 1.093, H98 1.093, H99 1.093
94 C -2.28568 -5.32794 0.94550  C93 1.506, O95 1.221, C96 1.505
95 O -2.99091 -5.53709 1.92026  C94 1.221
96 C -2.08789 -6.37508 -0.11689  C94 1.505, H100 1.092, H101 1.092, H102 1.093
97 H -1.81509 -3.35376 1.60384  C93 1.093
98 H -0.49958 -4.16833 0.73112  C93 1.093
99 H -1.92042 -3.53220 -0.16016  C93 1.093
100 H -1.03042 -6.63855 -0.18686  C96 1.092
101 H -2.45033 -6.00267 -1.07770  C96 1.092
102 H -2.65505 -7.27110 0.14780  C96 1.093
103 C -3.47304 3.21524 -9.79329  C104 1.506, H107 1.093, H108 1.092, H109 1.092
104 C -2.14081 2.64495 -10.20268  C103 1.506, O105 1.223, C106 1.506
105 O -1.84605 1.48301 -9.96104  C104 1.223
106 C -1.18568 3.56039 -10.92133  C104 1.506, H110 1.092, H111 1.092, H112 1.093
107 H -4.05659 2.44289 -9.28597  C103 1.093
108 H -3.32429 4.05025 -9.10477  C103 1.092
109 H -4.02317 3.54536 -10.67736  C103 1.092
110 H -0.93482 4.41085 -10.28322  C106 1.092
111 H -1.63408 3.90619 -11.85536  C106 1.092
112 H -0.26763 3.01489 -11.15460  C106 1.093
113 C 0.10915 -6.32571 -4.27894  C114 1.506, H117 1.093, H118 1.092, H119 1.092
114 C -0.58693 -7.40494 -3.49296  C113 1.506, O115 1.220, C116 1.505
115 O -0.26379 -7.66108 -2.34443  C114 1.220
116 C -1.69697 -8.15573 -4.17882  C114 1.505, H120 1.092, H121 1.092, H122 1.093
117 H 0.88603 -5.87021 -3.65933  C113 1.093
118 H 0.57750 -6.75601 -5.16693  C113 1.092
119 H -0.60810 -5.55304 -4.56524  C113 1.092
120 H -1.30892 -8.66744 -5.06240  C116 1.092
121 H -2.49448 -7.46441 -4.46064  C116 1.092
122 H -2.10657 -8.90228 -3.49352  C116 1.093
123 C -4.05407 -5.34115 6.99828  C124 1.505, H127 1.093, H128 1.092, H129 1.092
124 C -2.91045 -4.49140 6.51246  C123 1.505, O125 1.220, C126 1.506
125 O -1.94466 -4.26218 7.22192  C124 1.220
126 C -3.00414 -3.93499 5.11666  C124 1.506, H130 1.092, H131 1.093, H132 1.094
127 H -3.85032 -5.67286 8.01956  C123 1.093
128 H -4.97739 -4.75736 6.99766  C123 1.092
129 H -4.16112 -6.22069 6.35939  C123 1.092
130 H -3.88075 -3.28840 5.03278  C126 1.092
131 H -3.06431 -4.75195 4.39369  C126 1.093
132 H -2.11003 -3.34280 4.90210  C126 1.094
133 C 8.50996 4.21143 0.08757  C134 1.505, H137 1.093, H138 1.092, H139 1.092
134 C 7.06906 3.93787 0.42431  C133 1.505, O135 1.222, C136 1.505
135 O 6.64956 2.79569 0.53674  C134 1.222
136 C 6.16445 5.12568 0.61738  C134 1.505, H140 1.092, H141 1.092, H142 1.093
137 H 9.04250 3.26328 -0.02272  C133 1.093
138 H 8.57361 4.76016 -0.85476  C133 1.092
139 H 8.97735 4.78379 0.89199  C133 1.092
140 H 6.12381 5.71513 -0.30145  C136 1.092
141 H 6.52755 5.73857 1.44526  C136 1.092
142 H 5.15546 4.77795 0.85544  C136 1.093

**LUMO energy**: -3.413 eV
**Total charge**: +1
**HOMO-LUMO gap**: 7.51 eV
**Total energy**: -2863.5338 Eh
**E_HOMO**: -10.9 eV